1.
The following is a DFT calculation (the ωB97M-V functional and the def2-TZVPD basis) of the molecule C4H6N2S2.

ΔE to the lowest compared entry with this formula, charge and spin   2.9569 eV
SMILES string   C=N/N=C(/C=S)SC
LUMO energy   -0.037 Ha
E_tot   -28893.2538 eV
Multiplicity   1

Last column: natural (NBO) charge in e.
Geometry (Å):
C: 0.83 2.29 -0.11  -0.049
N: 0.64 1.13 -0.61  -0.288
N: -0.72 0.76 -0.44  -0.285
C: -0.98 -0.48 -0.42  0.016
C: -2.43 -0.89 -0.35  -0.330
S: -3.64 0.06 0.08  0.151
S: 0.15 -1.83 -0.48  0.239
C: 1.52 -1.25 0.58  -0.723
H: 1.84 2.74 -0.19  0.182
H: 0.05 2.88 0.34  0.179
H: -2.61 -1.91 -0.65  0.207
H: 2.15 -0.56 -0.01  0.245
H: 1.10 -0.80 1.47  0.227
H: 2.11 -2.16 0.79  0.229



2.
The following is a DFT calculation (the ωB97M-V functional and the def2-TZVPD basis) of the molecule C2H4N4.

ΔE to the lowest compared entry with this formula, charge and spin   5.9441 eV
LUMO energy (spin up / spin down)   -0.036 / -0.036 Ha
E_tot   -8093.3700 eV
Multiplicity   1

Last column: natural (NBO) charge in e.
Geometry (Å):
C: -2.17 0.46 1.37  0.095
C: 0.62 -0.53 -0.56  -0.417
N: -0.92 0.59 0.77  -0.376
N: -2.99 -0.41 1.02  -0.224
N: -1.43 -1.36 -0.23  -0.091
N: -0.71 -0.38 0.00  0.066
H: -2.49 1.29 2.14  0.245
H: 1.53 -0.16 0.06  0.245
H: 0.84 -1.47 -0.90  0.229
H: 0.66 0.21 -1.51  0.229



3.
The following is a DFT calculation (the ωB97M-V functional and the def2-TZVPD basis) of a structure of composition H14NaO7.

ΔE to the lowest compared entry with this formula, charge and spin   0.7136 eV
LUMO energy   -0.118 Ha
E_tot   -18972.7987 eV
Charge   +1
Multiplicity   1

Last column: natural (NBO) charge in e.
Geometry (Å):
Na: 5.59 5.51 5.52  0.922
O: 3.96 7.14 5.95  -0.977
H: 3.04 6.97 5.76  0.496
H: 3.89 8.05 6.36  0.494
O: 7.05 3.88 3.08  -0.989
H: 7.37 3.56 2.21  0.503
H: 7.02 4.84 3.00  0.499
O: 6.62 7.25 6.72  -0.973
H: 5.79 7.34 7.22  0.485
H: 7.28 6.73 7.21  0.500
O: 7.34 4.30 5.80  -1.004
H: 7.59 4.13 4.85  0.522
H: 6.96 3.51 6.20  0.481
O: 4.00 4.20 6.85  -0.973
H: 4.56 3.47 6.53  0.490
H: 4.07 4.40 7.79  0.494
O: 4.13 4.05 4.23  -0.993
H: 4.41 3.48 3.47  0.504
H: 3.12 3.96 4.22  0.502
O: 7.07 6.90 3.37  -0.968
H: 7.71 7.50 3.73  0.501
H: 6.33 7.34 3.09  0.483